ORCA calculation (the ωB97M-V functional and the def2-TZVPD basis) on one molecule with the formula C15H22N2O3S.

```
43
C15H22N2O3S (the ωB97M-V functional and the def2-TZVPD basis)
C -4.441 -0.680 1.554
C -3.278 0.133 1.085
C -2.559 0.916 1.983
C -1.489 1.689 1.566
C -1.127 1.671 0.235
C -1.828 0.915 -0.681
C -2.909 0.146 -0.267
C -3.634 -0.685 -1.284
O -3.910 -1.855 -1.133
N -3.941 -0.007 -2.414
H -3.724 0.967 -2.527
H -4.413 -0.493 -3.158
H -1.502 0.926 -1.710
S 0.232 2.656 -0.371
O -0.263 3.459 -1.455
O 0.880 3.308 0.731
N 1.228 1.507 -1.069
H 1.546 1.857 -1.961
C 2.306 0.989 -0.233
C 3.290 0.199 -1.098
C 2.800 -1.191 -1.506
C 3.211 -2.274 -0.510
C 2.454 -2.230 0.814
C 2.520 -0.888 1.544
H 2.158 -1.046 2.562
C 1.645 0.185 0.894
H 1.323 0.902 1.651
H 0.746 -0.290 0.494
H 3.552 -0.546 1.616
H 2.867 -3.005 1.465
H 1.405 -2.479 0.637
H 3.044 -3.254 -0.964
H 4.283 -2.184 -0.317
H 3.236 -1.444 -2.476
H 1.716 -1.178 -1.625
H 4.234 0.103 -0.560
H 3.493 0.795 -1.992
H 2.847 1.836 0.216
H -0.928 2.304 2.252
H -2.845 0.919 3.024
H -4.366 -1.696 1.173
H -5.371 -0.258 1.174
H -4.487 -0.701 2.639
```

* SMILES string: Cc1ccc(S(=O)(=O)NC2CCCCCC2)cc1C(N)=O
* relative energy (zero: lowest compared OMol25 entry of this formula, charge and spin): 79.5 kJ/mol
* multiplicity: 1
* total charge: 0
* lowest unoccupied orbital energy: 0.02106 Ha
* Kohn-Sham gap: 10.127 eV

natural (NBO) atomic charge list, values in e, 5 entries: atom 1 (C): -0.650, atom 2 (C): 0.060, atom 3 (C): -0.208, atom 4 (C): -0.162, atom 5 (C): -0.359

=====

ORCA calculation (the ωB97M-V functional and the def2-TZVPD basis) on C40H51N4PS2Yb as an isolated structure.

```
99
C40H51N4PS2Yb (the ωB97M-V functional and the def2-TZVPD basis)
Yb -0.247 1.772 0.819
S 0.333 0.773 3.714
C 2.017 0.954 3.800
C 2.690 0.562 5.001
C 4.079 0.496 5.148
C 4.627 0.103 6.400
N 5.170 -0.213 7.398
C 4.933 0.985 4.096
C 4.302 1.501 2.943
C 2.891 1.558 2.723
S 2.302 2.346 1.292
C 6.349 0.965 4.300
N 7.513 0.858 4.502
H 2.075 0.298 5.834
H 4.957 1.836 2.153
C 4.667 1.182 -3.799
C 3.682 2.010 -2.959
C 4.343 2.426 -1.617
C 2.366 1.333 -2.691
C 2.182 -0.041 -2.836
C 0.954 -0.656 -2.626
C 0.833 -2.073 -3.090
C 0.450 -2.185 -4.555
C 2.146 -2.881 -2.894
C -0.165 0.102 -2.119
C -0.007 1.533 -2.067
C 1.249 2.080 -2.362
C -1.201 2.500 -1.922
C -0.796 3.832 -1.249
C -2.478 2.007 -1.236
C -1.459 -0.666 -2.161
C -2.124 -0.503 -3.366
C -3.248 -1.291 -3.716
C -3.690 -2.237 -2.849
C -3.050 -2.418 -1.616
C -2.014 -1.563 -1.191
P -1.756 -1.372 0.580
C -3.396 -1.740 1.429
C -3.614 -3.238 1.680
C -4.602 -1.145 0.670
C -3.410 -1.027 2.801
C -0.488 -2.660 1.137
C -0.317 -2.923 2.632
C -0.670 -3.974 0.405
C 0.844 -2.027 0.674
H 5.607 1.748 -3.976
H 4.258 0.843 -4.760
H 4.941 0.295 -3.207
H 3.430 2.947 -3.491
H 4.502 1.544 -0.983
H 3.771 3.175 -1.080
H 5.355 2.844 -1.871
H 2.971 -0.701 -3.156
H 0.046 -2.546 -2.496
H 1.306 -1.833 -5.162
H -0.419 -1.583 -4.803
H 0.260 -3.222 -4.867
H 2.922 -2.588 -3.626
H 1.969 -3.935 -2.931
H 2.575 -2.685 -1.903
H 1.280 3.145 -2.368
H -1.453 2.835 -2.933
H -0.511 3.710 -0.190
H -1.661 4.531 -1.277
H 0.063 4.266 -1.770
H -2.243 1.291 -0.435
H -3.117 1.502 -1.960
H -3.036 2.860 -0.827
H -1.748 0.260 -4.045
H -3.732 -1.168 -4.711
H -4.639 -2.728 -3.056
H -3.328 -3.222 -0.945
H -2.921 -3.592 2.427
H -3.448 -3.858 0.827
H -4.631 -3.457 2.022
H -4.986 -1.780 -0.116
H -4.369 -0.150 0.242
H -5.416 -1.017 1.364
H -2.623 -1.302 3.509
H -4.341 -1.286 3.309
H -3.348 0.079 2.677
H -1.208 -3.396 3.042
H -0.113 -1.975 3.169
H 0.495 -3.605 2.836
H -1.613 -4.513 0.574
H 0.131 -4.649 0.735
H -0.562 -3.858 -0.678
H 1.023 -1.085 1.177
H 0.891 -1.783 -0.387
H 1.682 -2.680 0.903
N -3.177 3.086 2.143
C -3.533 3.821 3.238
C -2.398 4.601 3.604
C -1.407 4.269 2.679
N -1.822 3.250 1.873
H -3.733 2.381 1.683
H -4.516 3.834 3.693
H -2.280 5.308 4.451
H -0.367 4.593 2.627
```

* expectation value of S²: 0.78
* multiplicity: 2
* total charge: +1
* lowest unoccupied orbital energy (spin up / spin down): -0.09996 / -0.19159 Ha
* Kohn-Sham gap (spin up / spin down): 7.810 / 5.473 eV

Löwdin atomic charge list, values in e, 5 entries: atom 1 (Yb): 0.979, atom 2 (S): 0.660, atom 3 (C): -0.688, atom 4 (C): -0.057, atom 5 (C): -0.174

=====

ORCA calculation (the ωB97M-V functional and the def2-TZVPD basis) on C49H38CsF3N2O5P2S as an isolated structure.

```
101
C49H38CsF3N2O5P2S (the ωB97M-V functional and the def2-TZVPD basis)
Cs 2.823 0.601 -0.686
F -4.745 2.036 2.559
C -4.234 3.189 2.093
F -4.809 4.143 2.889
F -4.805 3.401 0.886
C -2.750 3.272 2.076
C -2.101 4.285 2.753
C -0.722 4.401 2.644
C -0.064 3.481 1.829
N -0.654 2.491 1.206
C -1.991 2.331 1.307
S -2.717 1.050 0.501
H -2.662 4.986 3.360
H -0.182 5.180 3.162
H 1.008 3.560 1.678
O 3.504 1.648 -3.339
C 2.286 1.451 -3.366
O 1.699 0.357 -3.227
C 1.387 2.665 -3.591
C 1.426 3.368 -4.817
C 0.550 4.396 -5.023
C -0.391 4.711 -4.018
C -1.398 5.684 -4.161
C -2.327 5.869 -3.171
C -2.277 5.114 -1.987
C -1.277 4.201 -1.793
C -0.326 3.968 -2.808
N 0.574 2.986 -2.622
H 2.150 3.075 -5.561
H 0.548 4.960 -5.951
H -1.432 6.261 -5.078
H -3.114 6.599 -3.302
H -3.042 5.246 -1.234
H -1.209 3.597 -0.901
C -0.037 -2.889 -1.056
C -0.846 -2.451 0.151
P 0.257 -1.642 1.408
C 1.344 -3.087 1.768
C 0.864 -4.379 1.974
C 1.736 -5.418 2.236
C 3.098 -5.177 2.336
C 3.581 -3.896 2.137
C 2.712 -2.860 1.838
C -0.856 -1.851 2.853
C -2.204 -1.511 2.754
C -3.055 -1.702 3.827
C -2.570 -2.204 5.023
C -1.221 -2.491 5.146
C -0.368 -2.312 4.073
P 0.539 -1.359 -1.994
C -1.122 -0.776 -2.520
C -1.364 0.590 -2.499
C -2.566 1.104 -2.958
C -3.555 0.251 -3.412
C -3.336 -1.119 -3.410
C -2.126 -1.628 -2.978
C 0.951 -2.255 -3.535
C 0.466 -1.823 -4.765
C 0.758 -2.518 -5.923
C 1.544 -3.658 -5.875
C 2.076 -4.065 -4.663
C 1.784 -3.368 -3.504
H -0.621 -3.566 -1.688
H 0.857 -3.428 -0.718
H -1.374 -3.297 0.609
H -1.582 -1.700 -0.149
H -0.198 -4.577 1.937
H 1.350 -6.422 2.357
H 3.772 -5.988 2.578
H 4.639 -3.690 2.206
H 3.112 -1.870 1.669
H -2.589 -1.061 1.850
H -4.104 -1.459 3.721
H -3.234 -2.351 5.867
H -0.832 -2.862 6.086
H 0.688 -2.515 4.188
H -0.591 1.248 -2.135
H -2.731 2.173 -2.945
H -4.504 0.643 -3.754
H -4.112 -1.795 -3.751
H -1.973 -2.699 -3.009
H -0.124 -0.920 -4.807
H 0.375 -2.168 -6.873
H 1.749 -4.218 -6.780
H 2.728 -4.929 -4.627
H 2.221 -3.683 -2.564
O 4.955 -0.829 4.129
C 3.663 -0.393 4.246
C 2.922 -0.721 5.376
C 1.623 -0.268 5.528
C 1.055 0.517 4.543
C 1.788 0.832 3.413
C 3.095 0.401 3.251
C 3.793 0.761 1.938
O 3.809 1.958 1.624
O 4.204 -0.193 1.246
H 5.149 -1.394 4.888
H 3.366 -1.362 6.135
H 1.060 -0.539 6.413
H 0.038 0.868 4.638
H 1.345 1.420 2.627
```

* relative energy (zero: lowest compared OMol25 entry of this formula, charge and spin): 114.4 kJ/mol
* multiplicity: 1
* total charge: -2
* lowest unoccupied orbital energy: 0.13807 Ha
* Kohn-Sham gap: 5.751 eV

Löwdin atomic charge list, values in e, 5 entries: atom 1 (Cs): 1.429, atom 2 (F): 0.093, atom 3 (C): -0.610, atom 4 (F): 0.073, atom 5 (F): 0.092

=====

ORCA calculation (the ωB97M-V functional and the def2-TZVPD basis) on C11H14ClErN2O6Rh as an isolated structure.

```
36
C11H14ClErN2O6Rh (the ωB97M-V functional and the def2-TZVPD basis)
Er 0.043 -0.281 -4.079
Cl 0.857 2.019 -3.849
C -1.111 -0.306 -6.202
C 1.816 -1.037 -5.563
H -0.703 -0.963 -6.983
H -2.204 -0.513 -6.245
H -0.882 0.718 -6.576
H 1.531 -1.585 -6.482
H 2.666 -1.656 -5.199
H 2.226 -0.080 -5.970
Rh -0.561 -0.059 -1.282
C -1.979 0.669 -2.492
C -0.507 -1.656 -2.213
H -2.290 0.135 -3.429
H -2.891 0.790 -1.893
H -1.725 1.714 -2.737
H 0.080 -2.497 -1.742
H -1.559 -1.990 -2.349
O -1.212 0.835 0.726
C -0.077 0.544 1.251
O 0.859 0.144 0.448
C 0.200 0.629 2.781
C 1.287 -0.128 3.279
C 1.462 -0.357 4.666
C 0.657 0.284 5.624
C -0.407 1.072 5.148
C -0.624 1.282 3.742
N -1.266 1.679 6.133
O -1.086 1.423 7.348
O -2.159 2.459 5.749
N 2.448 -1.319 5.092
O 3.182 -1.852 4.236
O 2.541 -1.569 6.314
H 1.992 -0.598 2.605
H 0.801 0.071 6.685
H -1.404 1.979 3.460
```

* relative energy (zero: lowest compared OMol25 entry of this formula, charge and spin): 3.4 kJ/mol
* expectation value of S²: 15.80
* multiplicity: 8
* total charge: -1
* lowest unoccupied orbital energy (spin up / spin down): 0.05346 / -0.08194 Ha
* Kohn-Sham gap (spin up / spin down): 3.500 / 3.763 eV

natural (NBO) atomic charge list, values in e, 5 entries: atom 1 (Er): 1.699, atom 2 (Cl): -0.583, atom 3 (C): -1.004, atom 4 (C): -0.942, atom 5 (H): 0.218

=====

ORCA calculation (the ωB97M-V functional and the def2-TZVPD basis) on C19H25N2O3PPdSe2 as an isolated structure.

```
53
C19H25N2O3PPdSe2 (the ωB97M-V functional and the def2-TZVPD basis)
Pd 0.888 -0.539 -1.114
Se -0.534 -0.308 0.780
P -0.037 -2.456 1.221
Se 1.416 -3.077 -0.352
C -1.574 -3.434 1.061
C -2.658 -3.141 1.884
C -3.830 -3.865 1.743
C -3.925 -4.852 0.774
C -2.847 -5.129 -0.053
C -1.667 -4.421 0.087
C 0.742 -2.561 2.871
C 2.047 -3.027 2.989
C 2.643 -3.069 4.235
C 1.942 -2.653 5.356
C 0.641 -2.186 5.235
C 0.038 -2.126 3.991
H -2.599 -2.353 2.618
H -4.674 -3.646 2.376
H -4.849 -5.394 0.647
H -2.929 -5.885 -0.818
H -0.824 -4.635 -0.562
H 2.597 -3.350 2.111
H 3.662 -3.414 4.330
H 2.419 -2.671 6.323
H 0.104 -1.853 6.107
H -0.963 -1.734 3.897
C 2.204 1.819 -3.937
O 2.691 0.499 -3.750
C 2.194 -0.262 -2.819
O 2.591 -1.395 -2.595
H 2.735 2.209 -4.802
H 2.429 2.429 -3.057
H 1.128 1.807 -4.129
C 0.969 5.389 -1.128
N 0.891 3.972 -0.873
C 1.775 3.437 0.144
C 0.076 3.024 -1.423
O 0.252 1.849 -1.035
N -0.887 3.265 -2.354
C -1.654 2.126 -2.818
C -1.400 4.500 -2.891
H 1.800 5.800 -0.561
H 0.072 5.917 -0.797
H 1.154 5.597 -2.183
H 2.423 4.215 0.528
H 2.385 2.625 -0.268
H 1.193 3.009 0.966
H -1.172 1.188 -2.522
H -1.749 2.168 -3.903
H -2.657 2.149 -2.385
H -0.954 5.378 -2.452
H -2.479 4.542 -2.722
H -1.236 4.522 -3.972
```

* multiplicity: 1
* total charge: +2
* lowest unoccupied orbital energy (spin up / spin down): -0.37348 / -0.37345 Ha
* Kohn-Sham gap (spin up / spin down): 4.228 / 4.229 eV

natural (NBO) atomic charge list, values in e, 5 entries: atom 1 (Pd): 0.608, atom 2 (Se): 0.006, atom 3 (P): 1.013, atom 4 (Se): -0.007, atom 5 (C): -0.445

=====

ORCA calculation (the ωB97M-V functional and the def2-TZVPD basis) on C29H36Cl40NO9P2S2Si as an isolated structure.

```
120
C29H36Cl40NO9P2S2Si (the ωB97M-V functional and the def2-TZVPD basis)
C 0.218 7.471 0.461
P -0.686 6.040 1.396
C -2.552 6.299 0.896
O -0.231 4.590 0.537
C 0.714 3.764 1.354
O 1.909 4.275 1.683
C 0.190 2.240 1.729
C 0.498 1.087 0.557
C 1.317 1.463 -0.844
C 2.922 1.119 -0.524
O 3.064 0.837 0.915
Si 4.713 0.409 1.351
C 5.871 1.930 1.671
C 4.585 -0.516 3.079
C 5.567 -0.843 0.153
C -0.036 -0.428 0.879
C 0.214 -1.593 -0.255
C -1.162 -1.605 -1.200
O -1.137 -2.627 -2.257
N -0.772 -0.777 2.189
C -1.076 0.256 3.280
C -1.921 -0.306 4.610
C -3.026 -1.486 4.192
C -3.727 -1.946 5.624
C -4.853 -3.130 5.465
S -5.394 -3.474 3.705
O -6.574 -4.518 3.804
O -4.280 -4.198 2.863
O -6.063 -2.112 2.899
C -0.594 1.853 3.153
P -0.914 3.141 4.528
O -2.432 3.973 4.180
O -1.139 2.418 6.136
S 0.592 4.408 4.784
H -0.526 7.904 -0.357
H 1.125 7.021 -0.138
H 0.539 8.347 1.176
H -2.595 6.368 -0.283
H -3.027 7.241 1.406
H -3.133 5.297 1.182
H 1.225 2.594 -1.133
H 0.919 0.838 -1.771
H 3.186 0.146 -1.124
H 3.640 2.008 -0.797
H 6.966 1.495 1.829
H 5.608 2.485 2.693
H 5.871 2.697 0.763
H 5.590 -0.307 3.646
H 3.709 -0.089 3.738
H 4.521 -1.680 2.897
H 5.199 -0.755 -0.964
H 5.339 -1.953 0.507
H 6.758 -0.758 0.160
H 0.377 -2.664 0.189
H 1.104 -1.315 -0.994
H -1.292 -0.557 -1.754
H -2.114 -1.746 -0.529
H -1.536 -2.175 -3.076
H -1.042 -1.804 2.264
H -2.599 0.622 4.936
H -1.223 -0.621 5.495
H -3.770 -0.973 3.446
H -2.507 -2.457 3.760
H -4.100 -1.017 6.265
H -2.839 -2.420 6.266
H -5.769 -2.881 6.161
H -4.383 -4.135 5.902
H -5.413 -1.745 2.217
H -2.953 4.111 5.048
H -0.307 1.874 6.375
C 2.798 -4.580 3.009
Cl 2.875 -5.653 1.589
Cl 1.811 -3.149 2.621
Cl 2.063 -5.456 4.376
Cl 4.445 -4.063 3.453
C 5.832 -1.847 -4.415
Cl 6.005 -1.246 -6.084
Cl 7.437 -1.936 -3.646
Cl 4.790 -0.737 -3.489
Cl 5.096 -3.470 -4.442
C -8.963 -0.003 3.206
Cl -9.672 0.378 1.617
Cl -9.921 0.782 4.487
Cl -8.973 -1.768 3.454
Cl -7.286 0.595 3.267
C -7.825 -7.864 5.276
Cl -7.749 -8.937 3.855
Cl -8.813 -6.433 4.887
Cl -8.561 -8.740 6.642
Cl -6.179 -7.347 5.719
C -1.501 -0.389 -5.673
Cl -1.601 1.204 -6.463
Cl -2.959 -0.655 -4.684
Cl -1.384 -1.662 -6.914
Cl -0.058 -0.444 -4.629
C 7.736 -4.253 -8.652
Cl 6.874 -3.988 -7.116
Cl 6.679 -5.136 -9.782
Cl 8.182 -2.680 -9.362
Cl 9.210 -5.207 -8.350
C 1.526 -2.187 -9.544
Cl 0.442 -0.784 -9.726
Cl 0.581 -3.605 -9.026
Cl 2.313 -2.536 -11.104
Cl 2.769 -1.822 -8.321
C -4.515 1.151 -0.883
Cl -3.934 0.395 -2.388
Cl -3.253 1.029 0.369
Cl -4.888 2.867 -1.186
Cl -5.986 0.313 -0.326
C 3.929 5.529 -1.468
Cl 5.253 4.346 -1.314
Cl 4.429 6.839 -2.568
Cl 2.484 4.721 -2.125
Cl 3.552 6.211 0.134
C 2.111 3.041 -8.535
Cl 2.692 2.285 -10.039
Cl 3.373 2.920 -7.283
Cl 1.738 4.757 -8.838
Cl 0.641 2.203 -7.978
```

* multiplicity: 1
* total charge: +1
* lowest unoccupied orbital energy: -0.17355 Ha
* Kohn-Sham gap: 5.775 eV

Löwdin atomic charge list, values in e, 5 entries: atom 1 (C): -0.299, atom 2 (P): 0.886, atom 3 (C): -0.302, atom 4 (O): -0.359, atom 5 (C): -0.339

=====

Maximum force across the listed records, respectively: 0.80 4.21 1.82 3.77 4.28 9.47 eV Å⁻¹.
DFT total energy across the listed records, respectively: -35870.75928 -110751.00149 -102765.39736 -70042.19045 -172674.88446 -599573.83814 eV.